ORCA calculation (ωB97M-V/def2-TZVPD) on a structure of composition C6H13O3Pr in a non-equilibrium geometry.

Cartesian coordinates (Å):
1 C 2.863 -0.040 -0.414
2 C 3.652 -0.625 0.725
3 H 2.902 -0.646 -1.327
4 H 3.249 0.928 -0.756
5 H 3.448 -1.697 0.856
6 H 3.446 -0.099 1.673
7 H 4.739 -0.541 0.548
8 O -1.971 2.341 -1.207
9 C -0.621 2.103 -0.975
10 C -0.334 0.655 -0.612
11 O -1.337 0.231 0.275
12 C -1.640 -1.161 0.399
13 C -3.016 -1.245 1.062
14 O -3.931 -0.396 0.449
15 Pr -3.396 1.365 -0.272
16 H -0.221 2.755 -0.166
17 H -0.009 2.338 -1.868
18 H 1.171 0.329 -0.441
19 H -0.865 -1.669 0.992
20 H -1.667 -1.593 -0.615
21 H -2.895 -1.008 2.139
22 H -3.335 -2.304 1.012
23 H -0.231 -0.019 -1.477

Atomic forces in eV per Å
0.812 0.371 -1.400
-0.619 -0.190 0.645
-0.578 -0.267 0.312
-0.555 0.196 0.541
-0.028 0.348 0.072
0.133 -0.249 -0.294
-0.391 0.150 -0.164
1.658 0.693 -1.034
2.570 0.305 0.085
2.607 -0.859 -1.456
0.080 0.309 0.640
0.013 -0.637 -0.183
0.818 -1.403 0.959
-0.343 -2.165 0.519
-2.974 2.327 0.188
-0.439 -0.179 -0.356
-0.312 -0.070 0.353
-1.153 0.548 0.925
-0.248 0.136 -0.166
0.050 0.042 0.215
-0.197 0.008 -0.419
0.019 0.434 0.017
-0.921 0.153 0.000

As for the spin multiplicity: 4. As for the expectation value of S²: 3.772. The HOMO energy (spin up / spin down) comes out at -11.114 / -13.470 eV. For the relative energy (zero: lowest compared OMol25 entry of this formula, charge and spin), the calculation gives 163.57 kJ/mol. The value obtained for the electronic energy is -978.78314 Ha. Its total charge is +1.

---

ORCA calculation (ωB97M-V/def2-TZVPD) on a cluster of 2 separate species, C20H26BFN3O7 in total.

Cartesian coordinates (Å):
1 C 1.226 -2.814 3.227
2 O 2.275 -2.981 2.289
3 C 2.818 -1.781 1.818
4 C 1.801 -0.834 1.216
5 C 1.808 0.520 1.543
6 C 2.795 1.103 2.515
7 O 2.408 1.521 3.565
8 O 4.072 1.104 2.154
9 B 4.503 1.200 0.800
10 C 4.636 2.612 0.139
11 O 4.812 0.029 0.185
12 C 0.879 1.399 0.982
13 N 0.814 2.796 1.231
14 C -0.061 0.875 0.123
15 N -0.078 -0.427 -0.180
16 C -1.152 -0.890 -1.112
17 C -2.503 -0.415 -0.657
18 C -2.913 -0.614 0.655
19 C -4.149 -0.156 1.073
20 C -4.988 0.514 0.188
21 C -6.322 1.042 0.633
22 C -4.570 0.690 -1.127
23 C -3.334 0.239 -1.557
24 C 0.837 -1.272 0.332
25 C 0.748 -2.711 -0.120
26 O 0.072 -3.523 0.426
27 N 1.458 -2.935 -1.325
28 C 2.877 -3.012 -1.227
29 O 3.630 -2.153 -1.540
30 F 3.272 -4.179 -0.716
31 H 0.261 -2.658 2.745
32 H 1.171 -3.720 3.819
33 H 1.432 -1.976 3.899
34 H 3.584 -2.018 1.082
35 H 3.333 -1.282 2.640
36 H 5.618 2.686 -0.323
37 H 4.508 3.409 0.864
38 H 3.914 2.734 -0.672
39 H 4.517 -0.005 -0.732
40 H 0.473 2.949 2.177
41 H 1.743 3.205 1.224
42 H -0.798 1.527 -0.318
43 H -1.152 -1.973 -1.129
44 H -0.918 -0.505 -2.100
45 H -2.266 -1.136 1.349
46 H -4.455 -0.306 2.098
47 H -6.602 0.606 1.586
48 H -6.309 2.126 0.710
49 H -7.085 0.782 -0.097
50 H -5.208 1.209 -1.828
51 H -2.990 0.381 -2.574
52 H 1.075 -3.768 -1.768
53 C -2.111 2.445 -4.734
54 O -1.870 1.080 -4.377
55 H -3.146 2.663 -4.483
56 H -1.460 3.123 -4.178
57 H -1.967 2.601 -5.803
58 H -0.961 0.873 -4.611

Atomic forces in eV per Å
0.076 0.084 0.332
-0.177 -0.171 -0.501
0.155 -0.138 0.439
0.146 0.237 0.062
-0.007 0.280 -0.358
0.181 -0.029 0.517
-0.082 -0.051 0.116
0.085 0.052 -0.286
0.287 0.071 -0.132
-0.190 -0.388 0.105
-0.874 -0.067 0.348
-0.045 -0.005 -0.022
0.227 -0.161 0.208
0.159 0.176 0.114
0.031 -0.021 -0.075
-0.348 -0.067 0.050
0.067 0.207 0.020
0.015 -0.092 -0.039
0.116 0.085 -0.097
-0.154 0.072 -0.015
0.070 -0.244 -0.168
0.093 0.055 -0.095
0.120 -0.124 0.184
-0.057 -0.070 0.106
0.285 0.135 0.129
-0.463 -0.042 -0.229
-0.192 -0.593 -0.173
0.317 0.560 -0.197
-0.269 -0.426 0.335
-0.098 0.355 -0.336
-0.036 0.028 -0.100
0.010 -0.125 -0.007
0.043 0.051 0.054
0.034 -0.061 -0.011
0.030 0.198 0.018
0.101 0.127 -0.026
0.014 0.179 -0.031
-0.072 0.087 -0.053
0.651 -0.050 -0.282
-0.163 0.088 -0.038
0.003 0.062 -0.084
-0.189 -0.136 -0.107
0.222 -0.108 -0.059
0.053 -0.007 -0.110
0.018 -0.044 0.098
-0.069 -0.035 0.083
-0.084 0.099 0.141
0.022 0.106 0.117
-0.109 -0.009 -0.034
-0.126 0.019 -0.024
-0.127 0.105 -0.055
0.197 -0.258 0.205
0.058 -0.111 0.003
0.144 0.102 0.098
-0.020 -0.011 0.005
-0.023 0.027 -0.001
-0.032 0.026 -0.007
-0.025 -0.033 -0.138

The HOMO energy comes out at -11.942 eV. The value obtained for the electronic energy is -1593.23928 Ha. Its total charge is +1.

---

ORCA calculation (ωB97M-V/def2-TZVPD) on the molecule CH4O in a non-equilibrium geometry.

Cartesian coordinates (Å):
1 C -0.266 0.399 -0.477
2 H 0.341 0.454 -1.174
3 H -0.659 1.488 -0.162
4 H -1.053 -0.054 -0.867
5 H -0.316 -0.910 1.241
6 O 0.410 -0.421 0.478

Atomic forces in eV per Å
-3.120 2.606 8.102
6.007 1.207 -6.549
1.215 -2.267 -0.136
-3.926 -2.249 -1.473
3.174 2.535 -3.724
-3.349 -1.833 3.781

The HOMO energy comes out at -10.335 eV. As for the SMILES: CO. For the relative energy (zero: lowest compared OMol25 entry of this formula, charge and spin), the calculation gives 172.27 kJ/mol. The value obtained for the electronic energy is -115.65112 Ha.

---

ORCA calculation (ωB97M-V/def2-TZVPD) on the molecule C6H10O in a non-equilibrium geometry.

Cartesian coordinates (Å):
1 C 0.739 0.626 1.403
2 C 0.872 -1.346 -0.947
3 C -0.220 0.791 0.230
4 C -1.635 0.311 0.507
5 C -1.558 -0.729 -0.344
6 C -0.220 -0.289 -0.914
7 O -0.183 2.162 -0.224
8 H 0.697 2.269 -0.620
9 H -2.390 0.655 1.208
10 H -2.243 -1.528 -0.614
11 H -0.297 0.164 -1.914
12 H 0.546 1.382 2.173
13 H 0.643 -0.356 1.878
14 H 1.777 0.742 1.075
15 H 0.633 -2.123 -1.681
16 H 1.010 -1.835 0.022
17 H 1.827 -0.896 -1.239

Atomic forces in eV per Å
0.183 -0.276 -0.018
0.291 0.064 -0.022
-0.739 0.712 0.070
0.053 -0.754 -0.183
-0.260 1.322 0.163
0.368 -0.848 0.013
0.476 -0.712 -0.151
-0.355 0.219 0.140
0.116 -0.028 -0.045
0.153 0.068 0.085
-0.115 0.107 0.365
-0.101 -0.065 -0.268
0.002 0.124 -0.174
-0.028 0.008 0.013
0.019 0.107 0.076
-0.058 0.078 -0.094
-0.007 -0.127 0.029

The HOMO energy comes out at -9.569 eV. As for the SMILES: C[C@H]1C=C[C@]1(C)O. For the relative energy (zero: lowest compared OMol25 entry of this formula, charge and spin), the calculation gives 114.52 kJ/mol. The value obtained for the electronic energy is -309.79875 Ha.

---

ORCA calculation (ωB97M-V/def2-TZVPD) on a cluster of 2 separate species, C4H15N2S in total in a non-equilibrium geometry.

Cartesian coordinates (Å):
1 C 0.960 2.076 0.437
2 C 1.106 1.780 -1.067
3 N -0.225 1.453 -1.685
4 H 1.988 2.199 0.886
5 H 0.383 2.992 0.615
6 H 0.522 1.237 0.959
7 H 1.486 2.602 -1.683
8 H 1.744 0.904 -1.202
9 H -0.467 0.462 -1.406
10 H -0.235 1.526 -2.679
11 H -1.033 1.987 -1.326
12 C -1.110 -1.490 1.207
13 C -0.204 -1.974 0.060
14 S -1.017 -1.764 -1.576
15 N -0.299 -1.445 2.414
16 H -1.480 -0.482 0.924
17 H -1.982 -2.176 1.269
18 H 0.701 -1.352 0.005
19 H 0.126 -3.020 0.226
20 H 0.036 -2.106 -2.352
21 H -0.843 -1.023 3.201
22 H -0.157 -2.387 2.775

Atomic forces in eV per Å
1.228 0.512 -0.282
-0.261 0.312 0.246
0.151 -1.707 2.708
-0.914 0.019 -0.499
0.117 -0.331 0.009
-0.295 -0.168 0.104
0.186 -0.018 0.481
-0.085 0.194 -0.194
0.032 0.562 -0.715
0.064 0.092 -2.106
-0.170 0.794 0.154
-0.177 -0.285 -1.040
0.521 -0.105 -0.188
-0.135 -0.504 0.293
-0.802 0.368 1.594
0.149 -0.447 0.459
0.267 0.440 -0.014
-0.212 -0.163 0.361
-0.317 0.514 -0.175
-0.111 0.064 0.224
0.554 -0.127 -1.048
0.210 -0.014 -0.373

As for the spin multiplicity: 2. As for the expectation value of S²: 0.751. The HOMO energy (spin up / spin down) comes out at -3.054 / -9.604 eV. For the relative energy (zero: lowest compared OMol25 entry of this formula, charge and spin), the calculation gives 24.88 kJ/mol. The value obtained for the electronic energy is -668.95566 Ha.

---

ORCA calculation (ωB97M-V/def2-TZVPD) on a cluster of 2 separate species, C2H10NO in total in a non-equilibrium geometry.

Cartesian coordinates (Å):
1 N -0.977 -0.775 1.793
2 H -1.771 -0.918 2.427
3 H -0.232 -0.602 2.470
4 H -0.839 -1.594 1.205
5 H -1.134 0.027 1.170
6 C 0.256 0.529 -1.482
7 O -0.807 -0.090 -0.689
8 C 1.431 0.584 -0.517
9 H 0.563 -0.086 -2.353
10 H -0.237 1.412 -1.878
11 H -1.603 -0.218 -1.217
12 H 1.683 -0.450 -0.307
13 H 2.297 1.002 -1.021
14 H 1.369 1.178 0.398

Atomic forces in eV per Å
-0.714 0.051 1.663
-0.289 -0.090 -0.505
0.565 -0.079 -0.598
0.305 -0.025 0.010
0.229 0.016 -0.366
-0.525 -0.405 0.401
-0.150 -0.522 -0.218
0.416 0.530 -0.836
-0.406 0.034 0.569
0.842 0.636 0.123
0.095 0.094 -0.258
0.103 -0.146 0.319
0.175 0.001 -0.230
-0.646 -0.097 -0.073

The HOMO energy comes out at -14.885 eV. For the relative energy (zero: lowest compared OMol25 entry of this formula, charge and spin), the calculation gives 76.27 kJ/mol. The value obtained for the electronic energy is -211.92937 Ha. Its total charge is +1.